(1)
C52H40CuN3O5PSSeSi as an isolated structure, computed with wB97M-V/def2-TZVPD.

- <S²>: 0.758
- Charge: -2
- HOMO level (alpha / beta): -1.9124 / -2.1239 eV
- Total energy: -207274.0066 eV
- Multiplicity: 2
- Gap between HOMO and LUMO (alpha / beta): 5.954 / 6.154 eV

```
105
Properties=species:S:1:pos:R:3:forces:R:3
Cu -0.2593 0.4455 -0.1956 0.10 -1.09 0.28
O 1.5397 3.9467 -0.9440 -0.06 0.14 0.00
S 0.4304 3.0529 -0.7334 -0.08 0.33 -0.15
O 0.3251 1.9644 -1.7120 -0.07 -0.15 -0.37
O 0.3027 2.4894 0.6078 -0.14 0.05 0.52
C -1.0669 4.0224 -0.9193 0.30 0.13 -0.01
C -0.9271 5.3862 -1.1468 -0.02 0.11 -0.01
C -2.0467 6.2019 -1.2138 0.08 -0.06 0.01
C -3.3069 5.6461 -1.0417 -0.01 -0.05 0.01
C -3.4315 4.2828 -0.8238 -0.09 0.12 -0.01
C -2.3212 3.4431 -0.7630 -0.19 -0.03 -0.03
P -2.5732 1.6019 -0.5672 0.30 0.26 0.08
C -3.5814 1.6401 0.9549 0.03 -0.06 0.09
C -4.6532 0.7862 1.2117 0.01 0.03 0.06
C -5.2550 0.7680 2.4630 -0.07 0.04 0.02
C -4.7869 1.5902 3.4775 -0.01 -0.03 0.00
C -3.6993 2.4195 3.2413 0.04 0.02 0.00
C -3.0961 2.4406 1.9937 -0.11 -0.01 -0.02
C -3.6668 1.4409 -2.0210 0.07 -0.19 -0.11
C -5.0547 1.5115 -2.0393 -0.02 0.07 0.03
C -5.7504 1.3814 -3.2344 -0.02 -0.01 -0.01
C -5.0670 1.1808 -4.4251 -0.01 0.00 0.00
C -3.6807 1.1120 -4.4152 0.05 -0.01 0.01
C -2.9858 1.2348 -3.2217 -0.05 -0.01 0.00
H 0.0723 5.7879 -1.2578 -0.04 -0.02 0.00
H -1.9337 7.2645 -1.3920 0.00 0.00 0.00
H -4.1932 6.2692 -1.0815 0.02 -0.01 0.00
H -4.4206 3.8573 -0.6989 0.01 0.00 0.00
H -4.9753 0.0847 0.4567 -0.04 0.07 -0.03
H -6.0702 0.0764 2.6471 0.10 0.13 -0.01
H -5.2481 1.5638 4.4578 -0.01 -0.01 0.00
H -3.3027 3.0397 4.0362 0.00 0.00 0.00
H -2.2255 3.0634 1.8287 0.03 0.03 0.00
H -5.6076 1.6772 -1.1232 0.03 -0.04 0.04
H -6.8337 1.4332 -3.2302 0.03 0.00 -0.01
H -5.6106 1.0696 -5.3560 -0.01 0.01 0.01
H -3.1331 0.9462 -5.3355 -0.03 0.00 0.01
H -1.9024 1.1674 -3.2143 -0.01 -0.01 0.02
O 0.3819 -2.2226 1.8292 0.09 -0.04 -0.13
C -0.6857 -2.2598 1.2564 -0.03 -0.16 0.39
N -1.5812 -3.3326 1.3536 -0.08 0.13 0.00
C -2.7960 -3.0316 0.6176 0.19 -0.08 -0.06
C -2.4493 -1.6137 0.0876 -0.48 0.15 -0.24
O -3.2677 -0.9433 -0.5585 0.41 -0.36 0.09
N -1.2428 -1.2392 0.5123 0.12 0.66 -0.31
C -4.0081 -2.8766 1.5447 -0.05 0.09 0.00
C -3.8834 -2.9716 2.9241 0.05 0.04 -0.02
C -4.9912 -2.7969 3.7461 0.00 -0.01 0.04
C -6.2334 -2.5176 3.1997 -0.01 -0.09 0.07
C -6.3632 -2.4103 1.8206 0.00 -0.12 -0.09
C -5.2624 -2.5910 0.9989 0.06 -0.08 0.08
C -3.1415 -4.0607 -0.4595 -0.03 0.06 0.01
C -3.2171 -5.3986 -0.0802 -0.03 0.01 0.04
C -3.5713 -6.3773 -0.9925 0.00 0.00 0.02
C -3.8692 -6.0273 -2.3024 0.01 -0.05 0.00
C -3.7991 -4.6993 -2.6867 0.00 0.02 -0.05
C -3.4353 -3.7180 -1.7743 0.08 0.05 0.10
H -1.1544 -4.2470 1.2827 0.02 -0.04 -0.15
H -2.9056 -3.1714 3.3457 -0.05 0.00 -0.03
H -4.8731 -2.8758 4.8213 -0.02 0.01 -0.02
H -7.0959 -2.3801 3.8419 0.00 0.00 0.00
H -7.3299 -2.1882 1.3823 0.01 0.01 0.00
H -5.3578 -2.5048 -0.0751 -0.02 -0.01 -0.03
H -2.9818 -5.6839 0.9396 0.00 0.02 -0.02
H -3.5925 -7.4159 -0.6843 -0.01 0.02 0.00
H -4.1338 -6.7914 -3.0245 0.00 0.01 0.01
H -3.9996 -4.4212 -3.7147 0.00 0.01 0.02
H -3.3595 -2.6862 -2.0863 -0.01 -0.01 0.00
Se 0.1153 -3.3043 -2.3674 -0.05 -0.32 0.09
C 0.0293 -4.7376 -1.2235 -0.07 0.13 -0.06
N -0.0436 -5.6171 -0.4623 0.08 0.16 -0.13
C 3.5256 2.9210 3.1376 -0.02 -0.01 0.05
C 3.9330 3.0810 1.8236 0.02 0.01 -0.04
C 3.5754 2.1430 0.8610 0.01 0.02 -0.07
C 2.8056 1.0325 1.1905 -0.02 -0.08 0.10
C 2.3954 0.8906 2.5231 -0.03 -0.03 -0.02
C 2.7511 1.8181 3.4868 0.01 0.04 0.01
Si 2.2364 -0.3071 -0.0190 -0.29 0.09 -0.07
C 3.1529 -1.8462 0.6192 -0.02 0.03 0.00
C 2.8837 -3.1192 0.1149 -0.03 0.00 0.03
C 3.6058 -4.2304 0.5189 0.01 -0.03 0.01
C 4.6354 -4.0948 1.4423 0.00 -0.02 -0.01
C 4.9298 -2.8382 1.9500 -0.01 0.01 -0.01
C 4.1948 -1.7296 1.5415 0.06 0.03 0.09
C 3.0474 -0.0106 -1.7133 0.07 0.05 0.05
C 4.4412 0.0586 -1.8010 0.02 -0.01 0.02
C 5.0836 0.2351 -3.0186 0.02 0.00 0.02
C 4.3371 0.3324 -4.1854 0.00 0.01 -0.02
C 2.9537 0.2512 -4.1215 -0.01 -0.02 -0.02
C 2.3199 0.0851 -2.8974 -0.09 -0.07 -0.01
H 3.7984 3.6556 3.8875 0.00 0.00 0.00
H 4.5190 3.9474 1.5368 -0.01 -0.01 0.01
H 3.8785 2.2988 -0.1683 0.00 0.01 0.01
H 1.7801 0.0370 2.7999 0.03 0.03 -0.03
H 2.4170 1.6879 4.5105 0.01 0.01 -0.01
H 2.0864 -3.2452 -0.6015 -0.06 -0.02 -0.07
H 3.3395 -5.2011 0.1155 0.03 0.01 0.03
H 5.2002 -4.9625 1.7679 -0.01 0.01 -0.01
H 5.7293 -2.7126 2.6727 0.01 -0.01 0.00
H 4.4447 -0.7611 1.9626 -0.03 -0.04 -0.03
H 5.0390 -0.0425 -0.8989 -0.02 0.01 -0.03
H 6.1668 0.2841 -3.0559 -0.02 0.01 -0.01
H 4.8334 0.4618 -5.1411 0.00 0.00 0.00
H 2.3601 0.3102 -5.0271 0.03 0.01 0.01
H 1.2384 0.0215 -2.8622 0.08 0.00 0.00
```
Positions in Å, forces in eV/Å.


(2)
The molecule C23H29NO7, computed with wB97M-V/def2-TZVPD.

- Structure (SMILES): CCOCCOC(=O)c1[nH]c2c(c1C)C(=O)C[C@@H](c1cc(OC)c(OC)c(OC)c1)C2
- HOMO level: -8.3178 eV
- Total energy: -40143.4431 eV
- Gap between HOMO and LUMO: 8.919 eV

```
60
Properties=species:S:1:pos:R:3:forces:R:3
C -0.2062 1.0153 -6.3242 0.40 0.16 -0.05
C 0.9212 2.0370 -6.4421 -0.25 0.04 -0.07
O 2.1715 1.4568 -6.7693 -0.13 -0.09 -0.17
C 3.0275 1.1538 -5.7022 -0.01 -0.24 0.30
C 2.6409 -0.0833 -4.8746 0.65 0.18 -0.39
O 1.6917 0.2064 -3.8524 -0.36 0.14 0.33
C 2.1829 0.7721 -2.7378 0.31 0.00 -0.03
O 3.3581 1.0396 -2.5790 -0.13 -0.03 -0.05
C 1.1821 1.0383 -1.7221 -0.57 -0.15 -0.02
N 1.6121 1.6448 -0.5572 0.19 0.05 0.02
C 0.5812 1.8126 0.2772 -0.39 0.01 -0.12
C -0.5624 1.3106 -0.3425 0.52 0.01 -0.21
C -0.1804 0.8073 -1.6139 0.52 0.11 0.00
C -1.0845 0.1818 -2.6085 -0.11 -0.16 -0.09
C -1.8575 1.3214 0.3135 -0.01 0.22 0.38
O -2.8634 0.7950 -0.1130 -0.07 -0.02 -0.06
C -1.8596 2.1178 1.6111 -0.19 -0.01 0.12
C -0.5810 1.9421 2.4475 0.03 0.09 -0.07
C -0.4916 0.5155 2.9416 0.17 -0.16 0.10
C -1.3099 0.1461 4.0061 -0.18 -0.08 0.20
C -1.3080 -1.1509 4.4873 0.01 0.01 0.00
O -2.0661 -1.5709 5.5428 0.41 -0.21 -0.29
C -2.8888 -0.6383 6.1980 -0.16 0.17 0.11
C -0.4825 -2.1313 3.8989 -0.05 -0.34 0.00
O -0.4576 -3.4198 4.4020 0.21 0.64 0.06
C -1.6696 -4.1436 4.3142 -0.28 -0.20 -0.05
C 0.3505 -1.7554 2.8432 -0.09 0.05 0.10
O 1.2375 -2.5380 2.1742 -0.16 0.30 0.08
C 1.3606 -3.9169 2.4456 0.17 -0.42 0.07
C 0.3329 -0.4342 2.3828 -0.02 -0.04 0.09
C 0.6383 2.4022 1.6372 -0.01 0.08 0.18
H -0.2489 0.4130 -7.2280 -0.05 -0.05 -0.10
H -1.1542 1.5335 -6.2022 -0.15 0.03 0.03
H -0.0496 0.3639 -5.4705 -0.08 -0.07 0.06
H 1.0053 2.6187 -5.5143 0.03 0.01 -0.07
H 0.7017 2.7264 -7.2647 -0.01 -0.01 0.16
H 3.1266 2.0127 -5.0230 0.06 -0.09 -0.08
H 3.9973 0.9623 -6.1683 -0.01 0.00 0.15
H 3.5445 -0.4884 -4.4082 -0.14 -0.01 -0.10
H 2.1741 -0.8340 -5.5133 0.03 0.06 0.06
H 2.5816 1.8816 -0.4058 -0.08 -0.01 0.04
H -1.3662 0.9107 -3.3683 -0.06 -0.01 -0.09
H -1.9881 -0.1617 -2.1131 -0.02 -0.02 -0.07
H -0.5888 -0.6486 -3.1051 -0.04 -0.03 -0.08
H -1.9690 3.1713 1.3347 -0.04 0.06 -0.01
H -2.7382 1.8284 2.1889 0.00 0.02 -0.07
H -0.6682 2.5895 3.3280 0.02 -0.07 -0.10
H -1.9422 0.8924 4.4593 -0.10 0.07 0.09
H -2.3049 0.1821 6.6268 -0.02 -0.02 -0.03
H -3.6526 -0.2325 5.5267 0.05 0.00 0.02
H -3.3739 -1.1910 7.0015 0.01 0.08 -0.04
H -2.0341 -4.1777 3.2811 0.05 0.00 0.03
H -2.4438 -3.7170 4.9543 0.07 -0.06 -0.07
H -1.4331 -5.1521 4.6503 -0.07 0.00 -0.04
H 1.6251 -4.1025 3.4879 -0.01 -0.02 -0.14
H 2.1637 -4.2610 1.7935 -0.07 0.00 0.04
H 0.4434 -4.4593 2.2022 0.03 0.02 0.03
H 0.9907 -0.2132 1.5602 0.11 0.01 -0.11
H 0.6181 3.4951 1.5587 0.03 -0.04 0.03
H 1.5636 2.1236 2.1459 0.02 0.03 0.00
```
Positions in Å, forces in eV/Å.


(3)
C17H24BrCl3N3O4SbSe4Tc as an isolated structure, computed with wB97M-V/def2-TZVPD.

- <S²>: 0.758
- Charge: -2
- HOMO level (alpha / beta): -0.5862 / -0.8208 eV
- Total energy: -408413.7237 eV
- Multiplicity: 2
- Gap between HOMO and LUMO (alpha / beta): 4.118 / 4.353 eV

```
58
Properties=species:S:1:pos:R:3:forces:R:3
Tc 0.4643 -0.3185 -0.2023 0.27 -0.17 -0.10
O -0.1036 3.9907 -4.8905 0.01 0.04 -0.04
C -0.0231 3.0967 -3.8644 0.02 -0.04 0.04
C 1.1923 2.6812 -3.3315 -0.04 0.01 -0.02
C 1.1709 1.7706 -2.2988 -0.02 0.02 -0.02
N 0.0448 1.2669 -1.7652 0.12 -0.18 0.02
C -1.1107 1.6672 -2.3021 -0.02 0.06 0.00
Br -2.6962 0.9284 -1.6318 0.00 0.03 -0.03
C -1.1934 2.5829 -3.3451 0.01 0.01 0.01
H 0.7895 4.2143 -5.1715 -0.01 0.00 0.00
H 2.1377 3.0416 -3.7189 0.00 0.00 -0.01
H 2.0922 1.3938 -1.8775 -0.01 -0.02 0.01
H -2.1540 2.8676 -3.7460 0.00 0.01 0.00
Se -3.4935 -0.7805 4.2680 0.12 -0.22 -0.03
Sb -2.5000 -1.1986 2.0802 -0.04 0.36 -0.03
Se -0.5554 -2.8854 1.6933 0.07 -0.33 0.09
Se -0.9927 0.7016 1.5414 -0.44 0.29 0.27
Se -4.0622 -1.7273 0.2783 0.01 -0.03 0.12
O 1.8982 1.1207 0.6012 0.01 0.05 -0.07
C 2.0286 2.3126 0.8132 -0.02 -0.10 -0.04
C 0.9701 3.3756 0.7174 -0.02 -0.01 0.05
C 0.5131 3.7999 2.1371 -0.01 0.00 -0.02
C 1.5612 3.8640 3.2618 0.01 -0.01 -0.01
C 2.2472 2.5196 3.5645 0.00 0.01 0.01
C 3.4832 2.2727 2.6886 -0.02 0.01 -0.03
N 3.2484 2.7767 1.3198 0.08 0.03 0.06
H 0.1087 3.0051 0.1644 0.01 0.01 -0.02
H 1.4057 4.2297 0.1849 -0.02 0.00 -0.01
H -0.2505 3.0822 2.4415 0.01 0.02 0.02
H 0.0223 4.7728 2.0508 -0.01 0.01 0.00
H 1.0269 4.1906 4.1566 0.00 -0.01 0.01
H 2.3146 4.6423 3.0707 -0.01 0.00 0.00
H 1.5159 1.7214 3.4033 0.01 0.00 0.01
H 2.5380 2.4664 4.6162 0.00 0.00 0.01
H 3.7295 1.2128 2.6384 -0.03 0.00 0.00
H 4.3539 2.8057 3.0770 0.01 -0.01 0.01
H 3.2266 3.7869 1.3531 0.00 0.00 0.00
Cl -0.1713 -2.3254 -4.2411 -0.01 0.01 -0.03
C 0.3797 -2.6037 -2.5598 0.04 -0.01 0.06
Cl 0.4822 -4.3437 -2.2597 -0.01 -0.01 0.00
Cl -0.8606 -1.9168 -1.4666 -0.01 -0.03 -0.07
C 1.8136 -1.9525 -2.4329 -0.04 0.04 0.05
O 2.6886 -2.4807 -3.0969 0.04 -0.02 -0.06
O 1.8956 -0.9300 -1.6971 0.04 0.00 0.00
C 3.3273 -1.6018 1.0139 0.05 -0.07 -0.07
C 2.1467 -2.1366 1.8220 -0.39 0.12 0.50
C 2.4029 -3.6328 2.0558 0.07 0.01 -0.03
C 2.0812 -1.4192 3.1805 0.13 -0.03 -0.04
N 0.8959 -1.9096 1.0791 0.01 0.17 -0.65
H 4.2472 -1.7534 1.5898 0.01 -0.01 0.00
H 3.2255 -0.5442 0.7929 0.01 -0.04 0.00
H 3.4213 -2.1365 0.0668 -0.02 0.02 0.01
H 3.3882 -3.7736 2.5130 -0.01 -0.03 0.02
H 2.3806 -4.1632 1.1003 0.00 0.01 0.00
H 1.6464 -4.0680 2.7092 0.04 0.00 0.02
H 3.0255 -1.5085 3.7337 -0.02 0.00 0.01
H 1.2732 -1.8387 3.7828 -0.01 0.02 0.01
H 1.8541 -0.3653 3.0143 0.00 0.01 0.00
```
Positions in Å, forces in eV/Å.


(4)
A 2-piece molecular cluster, C2HNO2 overall, computed with wB97M-V/def2-TZVPD.

- <S²>: 2.004
- HOMO level (alpha / beta): -5.3809 / -12.2031 eV
- Total energy: -7667.7587 eV
- Multiplicity: 3
- Gap between HOMO and LUMO (alpha / beta): 5.998 / 8.351 eV

```
6
Properties=species:S:1:pos:R:3:forces:R:3
C -1.8030 0.6884 0.0533 -9.43 8.90 7.80
C 1.7602 -0.7088 0.0038 0.83 -0.81 -0.09
N -0.9864 0.0003 -0.3246 9.42 -9.49 -7.20
O 2.5498 -1.4946 -0.3504 -0.96 0.89 0.23
O 0.9948 0.0712 0.3993 1.07 0.07 0.47
H -2.5154 1.4436 0.2186 -0.93 0.44 -1.22
```
Positions in Å, forces in eV/Å.